# 1
A 2-piece molecular cluster, C30H47Cl2N3O6PS2 overall. Source: the OMol25 dataset; level of theory: wB97M-V/def2-TZVPD.

Geometry as ORCA input:
```
! RIJCOSX wB97M-V def2-TZVPD def2/J DEFGRID3
* xyz 1 1
C -1.955 -3.092 0.105
C 2.510 3.873 -0.126
H -2.880 2.591 -1.926
C -0.117 0.807 -1.236
H -2.115 -0.131 1.294
H 3.990 4.033 -1.674
H -4.014 4.143 -1.171
H 2.081 5.516 -1.441
C 0.435 -2.095 -0.163
H 7.602 2.292 3.445
N -3.752 -2.744 -1.527
C -4.013 1.554 0.404
H -3.849 -8.833 -4.979
H -0.614 2.212 -2.772
H -1.530 -7.030 -0.808
C -0.462 -3.171 0.441
C 1.580 -0.182 0.832
H -4.478 0.594 0.645
C -0.556 0.123 -0.106
H -2.395 -4.065 0.350
C 2.109 -0.275 2.100
O -2.634 6.018 -0.285
H -0.346 -3.114 1.525
C 3.320 0.316 2.436
C 2.198 5.347 -0.364
C 4.106 2.002 -0.946
C -2.277 -7.394 -1.507
H -2.306 -6.988 -4.833
S -2.767 5.179 0.862
H 1.471 -2.427 -0.098
H 5.119 2.297 -0.705
N 0.314 -0.801 0.563
H -3.676 -6.602 -4.056
H 2.592 1.827 4.312
H 8.015 0.604 3.761
H -1.944 -3.645 -1.969
C 6.448 0.845 2.309
H 4.188 1.381 -1.842
H -4.001 -2.094 -2.261
H -5.682 4.391 -0.795
H 3.045 3.740 0.815
C -2.681 1.263 -0.252
H -2.458 -9.306 -3.977
H 2.092 -0.956 4.736
O -1.840 4.116 1.104
H -3.273 -7.115 -1.150
C -4.778 3.899 -0.436
H 1.551 -0.847 2.822
H -4.000 -8.827 -3.208
C -2.242 1.884 -1.416
C 4.014 1.051 1.453
C 3.301 3.274 -1.294
P 3.960 0.103 4.181
H 3.047 5.952 -0.036
H 0.538 5.063 0.641
O 3.037 -1.134 4.717
H -6.028 2.158 -0.060
H 2.598 3.079 -2.102
H 7.195 0.786 1.513
Cl 4.925 3.146 2.885
H -2.459 -2.354 0.731
O 3.223 1.382 4.889
H 6.546 1.294 4.441
C 7.191 1.291 3.564
C -3.327 -8.659 -4.043
C -5.016 2.380 -0.402
H -0.065 -4.145 0.138
C 3.478 1.170 0.154
H -5.060 5.405 1.121
C 2.276 0.526 -0.136
C -4.423 4.545 0.918
H -4.512 3.875 1.769
Cl -2.761 6.381 2.493
H -2.220 -8.480 -1.571
H 0.222 -1.939 -1.221
C -2.287 -2.813 -1.353
H 5.690 2.251 0.909
O 1.034 5.811 0.297
N -2.870 -7.235 -4.014
C -2.021 -6.745 -2.817
H 6.077 -0.170 2.450
H 1.551 3.349 -0.035
C -1.824 0.369 0.378
H -3.791 2.023 1.364
S 1.554 0.592 -1.757
C -0.965 1.675 -1.900
H -4.190 -2.402 -0.681
C 5.316 1.752 1.786
H -4.973 2.027 -1.436
O -1.299 -5.851 -3.075
H -1.816 -1.889 -1.690
*
```

## Properties
**Calculated total energy**: -104626.1621 eV
**Gap between HOMO and LUMO**: 0.217 hartree
**E_HOMO**: -9.70 eV

These are the Mulliken partial charges, in e, on atoms 1 to 8:
1. C -0.638
2. C 0.564
3. H 0.256
4. C 1.301
5. H 0.691
6. H 0.587
7. H 0.374
8. H 0.290

# 2
C30H47ClGeN6O2PSiSr as an isolated structure at a distorted geometry. Source: the OMol25 dataset; level of theory: wB97M-V/def2-TZVPD.

Geometry as ORCA input:
```
! RIJCOSX wB97M-V def2-TZVPD def2/J DEFGRID3
* xyz 1 1
H -4.884 1.765 2.601
H 1.712 -4.974 -5.528
H -4.753 4.375 2.049
H -6.921 -2.943 1.339
H -1.177 0.493 -5.365
H 5.124 -0.858 0.313
H -2.358 -1.320 0.832
C -0.472 0.807 -3.270
N 0.733 0.479 -2.696
C 1.144 -5.010 -2.560
H 2.147 0.309 -6.589
C 6.094 -0.438 -1.607
H 7.157 -0.342 -1.453
N 3.873 -0.506 -1.439
C 3.196 5.944 -0.489
N 1.121 -2.815 -1.928
H -0.321 -2.710 2.038
C -0.506 -2.704 5.104
H -6.888 -3.812 2.861
H -6.873 -1.993 2.855
H 5.818 0.208 -4.981
C 1.175 -0.238 -6.327
H 3.855 5.417 1.465
C -2.723 1.652 2.895
N 0.886 0.053 -4.872
H 0.389 0.938 3.893
H 0.128 -4.309 -0.770
H -5.059 4.774 4.648
H -1.291 1.227 -2.719
H 3.003 3.224 2.664
C 1.462 -0.166 -3.605
H 0.339 -3.323 4.714
P 2.884 -1.568 -3.799
C -4.943 -2.898 2.300
H 3.133 -5.553 -4.507
C 1.880 -2.975 -3.111
C -4.328 -2.194 1.045
C -3.334 -1.032 1.274
N 5.571 -0.356 -2.890
H -0.166 -2.316 6.089
Ge -2.969 -0.356 3.101
C 6.404 -0.209 -4.139
H 1.189 -1.907 2.558
H -3.279 4.328 3.028
H -1.432 -3.302 5.290
C 4.209 -0.702 -2.759
C 0.117 -1.740 2.395
H 0.297 0.137 -6.829
H -4.577 -3.935 2.448
C 2.479 -4.719 -4.768
H 1.294 -1.331 -6.396
H -4.632 -2.348 3.225
C 1.534 3.568 -0.459
H 3.073 -3.893 -5.198
H -2.482 1.952 3.938
H 7.216 0.475 -3.879
H -1.834 1.857 2.266
H 0.920 -0.074 5.266
H -4.689 3.022 4.809
C 0.718 -4.113 -1.632
C 2.601 2.921 1.660
H -0.563 0.958 5.367
H -6.105 3.535 3.947
C 2.409 5.602 -1.604
C 2.464 3.907 0.662
N 1.854 -4.258 -3.528
H -3.834 -2.943 0.381
Cl 4.059 7.444 -0.365
C -3.972 2.351 2.343
O 0.725 2.561 -0.310
Si -0.800 -1.268 3.945
C -4.240 3.797 2.849
H -3.953 2.301 1.249
C 0.019 0.271 4.685
H -5.177 -1.769 0.480
C 3.255 5.091 0.640
H 0.989 -6.074 -2.673
C 5.050 -0.643 -0.764
H 1.025 4.255 -2.489
C -0.419 0.455 -4.583
H 2.457 6.167 -2.527
H -0.059 -1.057 1.549
H 6.786 -1.198 -4.433
O 2.415 1.673 1.438
C -5.055 3.800 4.140
H -3.651 -0.140 0.717
Sr 1.426 0.285 -0.289
C 1.599 4.454 -1.582
H -4.209 -0.590 4.027
C -6.478 -2.907 2.332
*
```

## Properties
**Calculated total energy**: -131942.4012 eV
**Energy relative to the best compared isomer or geometry (same formula, charge and spin)**: 71.8 kcal per mole
**Gap between HOMO and LUMO**: 0.233 hartree
**E_HOMO**: -9.58 eV

These are the Mulliken partial charges, in e, on atoms 1 to 8:
1. H 0.233
2. H 0.295
3. H 0.318
4. H 0.358
5. H 0.412
6. H 0.381
7. H 0.053
8. C -1.246

# 3
A 3-piece molecular cluster, C30H47F19IN3O8PS2Si overall at a distorted geometry. Source: the OMol25 dataset; level of theory: wB97M-V/def2-TZVPD.

Geometry as ORCA input:
```
! RIJCOSX wB97M-V def2-TZVPD def2/J DEFGRID3
* xyz 1 1
C 1.831 0.684 -0.541
H -4.975 0.293 0.590
C -3.996 -2.101 2.443
O 1.755 -2.533 1.156
C -3.386 -3.205 -0.358
H 1.142 -3.221 -1.691
F -7.435 -0.247 -2.454
C 0.786 -0.576 -2.667
F 2.907 8.718 5.921
C 3.325 -1.915 -4.326
C 0.254 -1.050 -1.296
H -4.372 -1.207 2.936
H 2.633 -4.298 3.721
C 1.888 -3.645 3.279
C 2.334 7.648 6.510
C 3.426 6.843 7.222
N 5.183 0.172 -0.060
H 0.568 3.087 0.601
O 4.336 2.704 -4.849
C 4.889 2.518 -3.805
F -6.726 -3.005 -4.482
C 3.013 5.574 7.983
H -2.938 -2.986 -1.325
H 6.511 2.101 -4.623
H 3.571 0.230 -4.172
C 2.783 -0.500 -4.014
O -2.050 -0.782 0.696
H -9.279 -1.201 -4.327
F -9.372 -3.459 -5.121
H -5.626 -1.074 -0.377
H -9.926 -5.366 -2.484
H 5.358 -0.670 0.473
F 1.735 6.909 5.552
H 4.014 3.813 -2.476
F 6.188 -3.183 -2.972
H 3.056 -1.041 0.649
S 2.492 1.680 0.870
O 3.444 2.592 0.310
S -0.092 -2.818 -1.375
C 4.812 -1.891 -4.479
C 2.533 -2.615 2.365
C -4.734 -0.534 -0.074
C -6.610 -1.777 -3.948
H 0.506 2.083 2.078
H -4.816 -2.815 2.370
C -0.904 -1.286 1.360
C -7.679 -1.522 -2.880
C 5.598 -2.945 -4.125
H 1.651 3.448 1.994
F 5.428 -0.834 -5.111
H 0.554 -1.336 -3.400
F -11.240 -4.037 -4.176
H -3.200 -2.548 3.035
O -9.884 -2.732 -3.057
H 4.268 -1.488 -1.680
H 2.448 2.002 -3.381
H 1.203 -4.263 2.703
C 1.137 2.677 1.430
F 1.095 4.412 6.539
F 2.048 2.505 6.955
C 2.862 2.036 -2.376
F 5.897 -4.022 -4.810
O 3.200 4.331 7.329
H 3.658 2.944 5.063
H -0.708 -0.576 -1.136
H 2.009 5.666 8.397
F 1.802 3.107 4.311
H -9.630 -0.812 -2.657
H -1.049 -1.196 2.441
H -4.411 -3.527 -0.534
H 2.567 -1.637 2.844
H 2.033 -0.277 -4.776
F 3.153 4.807 4.569
C -9.340 -5.049 -3.349
N 2.144 -0.322 -2.716
H 1.583 7.994 7.225
H -4.279 -0.117 -0.975
F -8.061 -4.843 -2.974
H 1.318 -3.174 4.074
C 0.261 -0.355 1.054
C -9.155 -1.549 -3.301
H -2.829 -4.011 0.117
F -9.362 -6.010 -4.294
H 2.821 -2.291 -5.222
F 3.917 7.693 8.168
C 4.223 2.742 -2.474
H 4.887 2.582 -1.630
O 2.889 0.831 1.959
H -0.708 -2.337 1.168
I -0.546 1.104 -3.367
H 2.591 -2.094 -0.679
F -5.395 -1.694 -3.350
F 4.421 6.559 6.357
F -7.475 -2.350 -1.831
H 3.553 -2.909 2.118
H 5.223 0.308 -2.544
N 1.160 -0.634 -0.141
C -9.938 -3.768 -3.943
O 6.154 2.098 -3.723
H 0.899 -0.290 1.926
H 3.701 5.528 8.825
P 4.504 -0.132 -1.434
H -0.209 0.599 0.839
C 2.272 3.768 6.517
H 3.052 -2.595 -3.515
H 2.210 2.702 -1.818
C 2.801 3.619 5.085
Si -3.486 -1.669 0.699
C 2.783 0.592 -1.758
C 2.236 -1.632 0.239
H -6.668 -1.027 -4.741
H 1.001 1.301 -0.895
*
```

## Properties
**Calculated total energy**: -151280.8465 eV
**Gap between HOMO and LUMO**: 0.213 hartree
**E_HOMO**: -10.12 eV

These are the Mulliken partial charges, in e, on atoms 1 to 8:
1. C -1.706
2. H 0.389
3. C -1.179
4. O -0.229
5. C -1.035
6. H 0.113
7. F -0.337
8. C -2.840

# 4
C30H47N5PdS2 as an isolated structure at a distorted geometry. Source: the OMol25 dataset; level of theory: wB97M-V/def2-TZVPD.

Geometry as ORCA input:
```
! RIJCOSX wB97M-V def2-TZVPD def2/J DEFGRID3
* xyz 2 1
H -2.189 -7.181 -0.353
H -4.144 2.413 -2.275
H -3.884 -5.343 -0.004
C 2.403 2.478 -1.148
H 0.747 -3.266 -2.490
H 0.504 2.350 6.513
H 2.518 -3.793 0.288
H -2.382 0.772 1.025
C -0.875 1.691 4.247
H 2.880 -2.310 -2.357
N -2.002 1.209 -0.986
C 2.359 -2.496 -1.420
H -4.516 1.693 0.124
C 2.485 1.928 -2.485
C 3.333 2.433 -3.472
S 3.301 3.849 -0.584
N 0.926 -2.604 -1.743
H 1.881 4.863 4.043
H 3.976 2.277 -5.503
C 0.823 2.347 2.051
C 1.614 0.317 -4.053
H -4.585 3.994 -0.528
H 3.975 -3.683 -0.693
C 2.480 3.735 0.945
C -1.896 -6.135 -0.278
C -3.349 3.075 -1.933
C 1.594 2.654 0.927
H -2.983 4.188 -0.227
H 0.956 -0.509 -4.297
S 0.087 -1.392 0.493
C 1.631 0.863 -2.788
H 2.511 -1.634 -0.777
H 2.522 -4.372 -3.543
Pd 0.434 0.277 -1.197
C 0.099 2.857 4.443
H -3.280 -3.177 -1.020
H -0.915 -6.094 0.200
C 0.913 3.138 3.182
H 3.999 3.254 -3.232
H -0.345 0.757 4.053
H -0.069 4.934 5.115
C 3.317 1.883 -4.741
H -1.468 1.557 5.151
C -2.357 1.638 0.364
H -1.563 1.887 3.419
C -0.082 -2.431 -0.864
C 2.986 -5.130 -2.904
H 4.066 -4.988 -2.954
H 1.428 -5.227 -1.400
H 1.784 3.302 5.757
N -3.685 3.513 -0.538
H -3.319 3.947 -2.584
C 1.061 2.504 5.587
C 1.801 4.232 3.167
C -3.704 2.357 0.420
H 2.755 -6.104 -3.335
H 3.275 5.371 2.099
C -2.451 -2.973 -0.340
H 2.440 0.409 -6.030
C -2.930 -5.352 0.531
H -3.250 -3.499 1.566
C 2.459 0.832 -5.034
H -1.372 3.882 5.657
C 2.886 -3.761 -0.740
H 1.612 1.591 5.357
H -1.552 -3.910 1.370
C -0.713 4.107 4.817
H -1.566 2.302 0.726
H 0.203 1.462 2.003
C -2.006 2.344 -1.911
H 2.963 -5.885 -0.900
H -2.522 -1.940 -0.001
H -1.203 -3.793 -1.832
C 2.510 -5.062 -1.454
H -3.910 2.734 1.421
N 1.579 1.974 -0.271
H -1.807 -5.760 -1.301
H -2.646 0.492 -1.305
H -1.214 3.033 -1.603
C -2.522 -3.915 0.866
H -1.326 4.440 3.975
H -3.103 -5.873 1.473
C 2.589 4.534 2.077
N -1.215 -3.089 -1.109
H -1.765 2.005 -2.917
*
```

## Properties
**Calculated total energy**: -64460.8914 eV
**Energy relative to the best compared isomer or geometry (same formula, charge and spin)**: 23.6 kcal per mole
**Gap between HOMO and LUMO**: 0.248 hartree
**E_HOMO**: -13.03 eV

These are the Mulliken partial charges, in e, on atoms 1 to 8:
1. H 0.418
2. H 0.387
3. H 0.296
4. C 1.000
5. H 0.349
6. H 0.442
7. H 0.285
8. H 0.549

# 5
C30H47N5W as an isolated structure at a distorted geometry. Source: the OMol25 dataset; level of theory: wB97M-V/def2-TZVPD.

Geometry as ORCA input:
```
! RIJCOSX wB97M-V def2-TZVPD def2/J DEFGRID3
* xyz -2 3
C 3.357 3.531 1.241
H -2.209 -5.329 0.437
H -0.876 4.136 2.555
H -2.179 3.749 1.419
C -3.256 -3.357 0.193
H 2.241 5.499 1.184
H 4.001 -0.554 2.502
C -0.536 -1.275 -2.389
N -2.780 -2.115 0.469
H -0.341 -1.103 -6.348
H 1.592 -3.693 2.775
H 4.396 3.598 1.539
C 0.082 0.399 2.197
C -2.247 -4.250 0.447
H -4.678 -1.314 2.106
H -1.353 5.815 0.064
H -2.060 -0.030 1.866
C -3.484 -0.823 0.343
H 4.244 1.128 3.017
H 2.862 -1.115 0.425
H 0.784 -4.497 -0.862
C 0.218 -3.983 1.168
H 0.136 -2.716 2.993
C 1.135 -3.868 -0.038
C 0.128 -5.424 1.611
C -0.739 3.375 -0.787
H -4.303 -1.171 -1.639
H 5.493 1.492 0.882
N 2.810 2.260 0.911
H -5.520 -1.537 0.580
C -0.522 -1.204 -3.778
W -0.353 -0.632 0.473
H 1.227 -2.842 -0.438
H 5.186 -0.127 0.261
H -0.982 2.511 1.850
C -0.241 4.057 0.478
H -0.564 0.636 -6.426
H 2.589 0.434 2.965
N -1.160 -3.521 0.863
N 0.312 0.619 3.348
H 1.023 1.726 -4.221
H -0.977 -1.993 -4.364
H -0.027 6.051 1.253
C -0.032 -0.223 -1.582
H -5.272 0.072 1.208
C 3.571 0.461 2.470
H -1.745 3.726 -1.047
C 0.054 -0.152 -5.980
H -0.542 -5.521 2.469
C 2.456 -0.096 0.394
H -0.093 3.591 -1.637
C -4.800 -0.907 1.103
C -3.693 -0.439 -1.107
H 1.124 -5.755 1.909
H -0.805 2.290 -0.678
H 1.568 -0.148 1.051
H -1.795 0.563 0.062
C -1.492 -2.212 0.885
H -4.280 -3.489 -0.120
C 0.048 -0.148 -4.471
C 2.338 4.428 1.091
H -0.225 -6.061 0.798
C 0.607 0.833 -2.301
C -1.111 3.579 1.643
H 1.434 -2.244 1.837
C -0.314 5.551 0.317
H 0.343 5.858 -0.510
H -4.178 0.551 -1.180
C 3.438 0.901 1.015
H -0.912 -2.202 -1.950
H -2.740 -0.362 -1.649
H 2.116 0.115 -0.611
H 4.723 1.301 -0.709
N 1.196 3.692 0.694
C 4.785 0.896 0.309
H 1.060 -0.038 -6.401
C 0.594 0.874 -3.697
C 0.838 -3.089 2.240
C 1.583 2.455 0.471
C -2.525 0.219 0.892
H 1.144 1.615 -1.742
H 2.155 -4.186 0.237
H -3.052 1.156 1.154
*
```

## Properties
**Calculated total energy**: -41139.3648 eV
**Energy relative to the best compared isomer or geometry (same formula, charge and spin)**: 2.1 kcal per mole
**Gap between HOMO and LUMO (spin up / spin down)**: 0.048 / 0.153 hartree
**E_HOMO (spin up / spin down)**: 3.12 / 0.38 eV
**<S²>**: 2.01

These are the Mulliken partial charges, in e, on atoms 1 to 8:
1. C -0.429
2. H 0.290
3. H 0.380
4. H 0.454
5. C -0.722
6. H 0.275
7. H 0.366
8. C -0.644

Q: Which formula does entry 1 have?
A: C30H47Cl2N3O6PS2